Record 1
15
Properties=species:S:1:pos:R:3:mulliken_charge:R:1 method="wB97M-V/def2-TZVPD" gap_ha="0.237 / 0.237" e_above_lowest_kcal_mol=115.7 charge=+1
C 0.4541 1.1542 0.5766 -0.835
C 0.7876 -1.3103 0.4817 -0.921
C -0.1827 -0.0815 -1.3137 -0.612
N 0.7711 -0.0364 -0.2592 0.026
S -2.7267 -0.0076 0.3804 -0.177
H 1.4158 1.6763 0.8917 0.335
H -0.0911 1.8239 0.0480 0.424
H -0.0936 0.8711 1.5631 0.337
H -0.2487 -1.5291 0.9163 0.339
H 1.0755 -2.1506 -0.1244 0.385
H 1.5745 -1.2167 1.2574 0.390
H -0.6899 -0.9490 -1.5825 0.408
H -0.1644 0.8525 -1.8488 0.322
H 1.7409 0.1424 -0.6240 0.386
H -3.6224 0.7607 -0.3627 0.194

=====

Record 2
15
Properties=species:S:1:pos:R:3:mulliken_charge:R:1 method="wB97M-V/def2-TZVPD" gap_ha=0.352 e_above_lowest_kcal_mol=50.2 charge=+1
C 0.6506 1.5456 -0.5531 -0.765
C 0.6023 -0.7193 -1.3938 -0.891
C 0.4904 -0.3082 0.9420 -0.290
N 0.4922 0.1397 -0.2715 0.170
S -1.9955 -0.3505 1.8716 -0.328
H 1.3834 1.7542 -1.3449 0.303
H -0.3926 1.7865 -1.0164 0.336
H 0.9276 2.1499 0.4260 0.278
H 1.4908 -0.6303 -2.0105 0.338
H 0.5560 -1.6507 -1.0500 0.355
H -0.2968 -0.5187 -2.1309 0.312
H 0.4742 0.4279 1.7988 0.356
H -2.8340 -0.7185 0.8243 0.242
H 0.7001 -1.3135 1.3342 0.329
H -2.2487 -1.5940 2.5742 0.254

=====

Record 3
15
Properties=species:S:1:pos:R:3:mulliken_charge:R:1 method="wB97M-V/def2-TZVPD" gap_ha=0.371 smiles=[NH3+]CCCS e_above_lowest_kcal_mol=49.1 charge=+1
C -1.0574 -0.3576 -0.1483 -0.312
C 0.3286 -0.8583 -0.1652 -0.992
C 1.2979 -0.4027 0.9593 -0.487
S 1.2477 1.4748 0.9609 -0.293
N -1.1533 0.7569 -1.1736 -0.292
H -1.7266 -1.2444 -0.5082 0.352
H -1.1867 0.0307 0.9774 0.275
H 0.8612 -0.6744 -1.0509 0.483
H 0.3747 -2.0637 -0.2337 0.328
H 2.3777 -0.6201 0.5434 0.347
H 0.9507 -1.0577 1.9079 0.359
H 0.7660 1.9609 2.1415 0.203
H -0.5100 0.5620 -2.0280 0.391
H -2.0950 0.9090 -1.3524 0.327
H -0.4755 1.5845 -0.8302 0.312

=====

Record 4
16
Properties=species:S:1:pos:R:3:mulliken_charge:R:1 method="wB97M-V/def2-TZVPD" gap_ha=0.376 smiles=[NH3+][C@H](S)CCS e_above_lowest_kcal_mol=51.8 charge=+1
C 0.2366 0.9643 0.6067 -1.194
C -1.4178 1.0449 -0.0762 -0.572
C 1.0222 -0.1230 -0.3055 -0.138
N 0.4524 -1.5063 0.0094 -0.182
S -2.3678 -0.5094 0.2135 -0.250
S 2.7010 0.1457 0.1910 -0.109
H 0.0601 0.6565 1.7149 0.371
H 0.6491 1.9309 0.6666 0.505
H -1.2931 1.2723 -1.1045 0.429
H -1.6485 1.9839 0.5131 0.349
H 0.6933 0.1308 -1.4097 0.360
H -0.5076 -1.5649 -0.3450 0.215
H 0.3852 -1.5712 1.1167 0.408
H 1.2173 -2.1263 -0.3351 0.419
H -3.3405 -0.1321 -0.5429 0.198
H 3.1581 -0.5962 -0.9130 0.190

=====

Record 5
17
Properties=species:S:1:pos:R:3:mulliken_charge:R:1 method="wB97M-V/def2-TZVPD" gap_ha=0.253 e_above_lowest_kcal_mol=12.3 charge=+1
C -2.3081 -0.9681 -0.5736 -0.986
C -1.4134 0.9731 1.4257 -0.884
C 2.2548 -0.1119 -0.3457 0.375
N 2.0404 -0.6332 -1.5310 -0.285
S 2.1423 1.6013 -0.0046 -0.063
S 2.5480 -1.1237 1.0315 -0.084
S -0.9483 0.1011 -0.0839 0.090
H -3.3426 -0.4398 -0.3438 0.280
H -2.2779 -1.9006 -0.0044 0.287
H -2.2997 -0.9810 -1.5575 0.399
H -0.4183 1.5656 1.7993 0.192
H -1.7567 0.3511 2.1474 0.363
H 1.5102 -1.4772 -1.6991 0.240
H 1.9514 -0.1380 -2.3815 0.287
H -2.2873 1.5814 1.3641 0.363
H 1.2271 1.8776 -0.9502 0.211
H 3.3780 -0.2778 1.7073 0.215

=====

Record 6
15
Properties=species:S:1:pos:R:3:mulliken_charge:R:1 method="wB97M-V/def2-TZVPD" gap_ha=0.394 smiles="C=CC.O.O" e_above_lowest_kcal_mol=16.5
C 0.7264 1.0007 -0.1884 -0.925
C -0.0753 1.2629 1.0465 0.165
C 0.0034 0.5974 2.1864 -0.801
H 1.6193 0.3922 -0.0545 0.381
H 0.0963 0.5583 -0.9606 0.015
H 1.0512 1.9514 -0.6261 0.314
H -0.7774 2.0902 0.9706 0.298
H -0.6403 0.8713 3.0168 0.253
H 0.6802 -0.2161 2.4124 0.260
H -2.2431 -1.0631 -0.1844 0.321
H -1.7711 -0.3795 -1.4302 0.321
O -1.8309 -1.2631 -1.0432 -0.643
H 1.0108 -1.2823 -1.2731 0.370
H 0.7288 -2.5800 -2.0303 0.321
O 1.4218 -1.9402 -1.8418 -0.649

=====

Record 7
15
Properties=species:S:1:pos:R:3:mulliken_charge:R:1 method="wB97M-V/def2-TZVPD" gap_ha=0.386 smiles=CCCO.O e_above_lowest_kcal_mol=19.4
C -0.0496 0.8651 -0.2299 -0.535
O 0.5488 0.0082 -1.1976 -0.502
C 0.6692 1.2037 1.0462 -0.330
C 0.5559 0.2029 2.2563 -1.043
H -0.9909 0.3619 0.0246 0.350
H -0.2634 1.8052 -0.7090 0.249
H -0.1638 -0.5982 -1.4280 0.333
H 0.1639 2.1089 1.3777 0.249
H 1.7261 1.4701 0.9972 0.361
H -0.3490 0.2198 2.8553 0.322
H 1.4975 0.2694 2.7957 0.295
H 0.3735 -0.8027 1.7760 0.264
H -0.5883 -2.2221 -3.6889 0.325
H -1.9734 -2.6669 -3.0434 0.306
O -1.1565 -2.2253 -2.8322 -0.645

=====

Record 8
17
Properties=species:S:1:pos:R:3:mulliken_charge:R:1 method="wB97M-V/def2-TZVPD" gap_ha=0.326 smiles="[H]/P=C(/C)CO.OP" e_above_lowest_kcal_mol=47.8
C 0.2724 -0.9936 -1.4018 -1.237
C 2.0061 -0.4562 0.3025 -0.765
C 0.6108 -0.9893 0.0289 0.672
O 2.1155 0.3694 1.3970 -0.521
O -2.4605 0.5408 0.2146 -0.474
P -1.8587 2.0454 -0.0047 0.055
P -0.5341 -1.3046 1.2427 0.046
H -0.3705 -1.8363 -1.7007 0.324
H 1.1695 -1.0668 -1.9356 0.473
H -0.3377 -0.0901 -1.5345 0.163
H 2.6318 -1.2991 0.5335 0.286
H 2.5934 -0.1211 -0.5902 0.310
H 1.6996 1.2689 1.2588 0.327
H -2.0379 -0.1686 -0.4078 0.315
H -2.5741 2.4598 1.0653 0.031
H -2.8800 2.4820 -0.8543 0.035
H -0.0456 -0.8407 2.3864 -0.040